[1]
ORCA calculation (the ωB97M-V functional and the def2-TZVPD basis) on a molecular structure, C4H6FO4Pr at a distorted geometry.

Output
HOMO-LUMO gap (spin up / spin down) ... 6.9 / 8.9 eV
⟨S²⟩ ... 3.7520
HOMO energy (spin up / spin down) ... -0.433 / -0.507 hartree
ΔE to the lowest compared entry with this formula, charge and spin ... 0.0 kcal per mole
E ... -29214.3884 eV
Maximum force ... 1.91 eV/A
LUMO level (spin up / spin down) ... -0.17818 / -0.18015 Ha
Spin multiplicity ... 4
Net charge ... +1

```
16
Properties=species:S:1:pos:R:3:mulliken_charge:R:1
O 0.717 0.823 -0.540 -0.7477
C 1.788 -0.001 -0.475 0.3246
C 1.408 -1.128 0.486 -0.5716
O 0.505 -0.525 1.405 -0.3880
C -0.476 0.164 0.763 1.2312
O -1.337 -0.675 0.166 -0.3068
O -0.884 1.242 1.283 -0.8712
C -2.365 -0.077 -0.617 -0.6108
H 2.265 -1.519 1.043 0.3278
F 2.898 0.682 0.070 -0.3673
H 2.116 -0.366 -1.460 0.3064
H 0.902 -1.929 -0.072 0.3143
H -2.921 -0.903 -1.070 0.2584
H -3.024 0.535 0.011 0.2740
H -1.932 0.564 -1.397 0.2453
Pr 0.340 3.112 0.403 1.5813
```


[2]
ORCA calculation (the ωB97M-V functional and the def2-TZVPD basis) on a molecular structure, C4H6FeLiO2 at a distorted geometry.

Output
HOMO-LUMO gap (spin up / spin down) ... 7.2 / 7.5 eV
⟨S²⟩ ... 6.0122
HOMO energy (spin up / spin down) ... -0.425 / -0.446 hartree
E ... -42922.5702 eV
Maximum force ... 2.80 eV/A
LUMO level (spin up / spin down) ... -0.16058 / -0.16908 Ha
Spin multiplicity ... 5
Net charge ... +1

```
14
Properties=species:S:1:pos:R:3:mulliken_charge:R:1
O 0.244 -1.908 -0.827 -0.8506
C 0.160 -1.667 0.511 0.6600
C 1.207 -1.136 1.242 -0.9968
Fe -1.593 -1.455 -0.414 0.5544
Li 1.346 -0.469 -1.097 0.8764
H 2.244 -1.305 0.905 0.2940
H 1.097 -0.920 2.307 0.2655
C -0.604 1.265 -0.842 0.0055
C 0.147 1.291 0.305 -0.6971
O -1.749 0.448 -0.895 -0.3986
H -0.617 2.089 -1.558 0.3955
H 0.958 2.021 0.354 0.2965
H -0.290 0.857 1.206 0.2839
H -2.551 0.887 -1.196 0.3112
```


[3]
ORCA calculation (the ωB97M-V functional and the def2-TZVPD basis) on a molecular structure, C4H6FeLiO2 at a distorted geometry.

Output
HOMO-LUMO gap (spin up / spin down) ... 7.7 / 7.5 eV
⟨S²⟩ ... 8.7728
HOMO energy (spin up / spin down) ... -0.616 / -0.659 hartree
ΔE to the lowest compared entry with this formula, charge and spin ... 62.6 kcal per mole
E ... -42907.8436 eV
Maximum force ... 2.20 eV/A
LUMO level (spin up / spin down) ... -0.33198 / -0.38247 Ha
Spin multiplicity ... 6
Net charge ... +2

```
14
Properties=species:S:1:pos:R:3:mulliken_charge:R:1
O 0.675 1.412 -1.307 -0.8712
C 1.619 0.739 -0.647 0.6949
C 1.628 -0.426 -0.122 -0.5814
Li 0.637 3.222 -1.196 0.9356
Fe -0.669 -0.018 -1.097 0.8435
H 2.581 0.583 0.369 0.4020
C 0.091 -1.195 1.040 -0.6231
C -1.423 -1.207 1.219 -0.1356
O -1.942 -0.059 0.477 -0.4658
H 0.477 -0.644 1.916 0.3511
H 0.410 -2.246 1.131 0.3955
H -1.707 -1.035 2.267 0.3580
H -1.906 -2.148 0.923 0.3738
H -2.827 0.193 0.753 0.3227
```


[4]
ORCA calculation (the ωB97M-V functional and the def2-TZVPD basis) on a molecular structure, C4H6HoO7 at a distorted geometry.

Output
HOMO-LUMO gap (spin up / spin down) ... 6.1 / 4.9 eV
⟨S²⟩ ... 8.7596
HOMO energy (spin up / spin down) ... -0.220 / -0.257 hartree
E ... -44371.5674 eV
Maximum force ... 2.11 eV/A
LUMO level (spin up / spin down) ... 0.00534 / -0.07821 Ha
Spin multiplicity ... 6
Net charge ... 0

```
18
Properties=species:S:1:pos:R:3:mulliken_charge:R:1
O -0.351 -2.433 -1.174 -0.7544
C -0.858 -1.448 -0.574 1.0064
O -2.108 -1.298 -0.501 -0.7179
O -0.023 -0.587 -0.003 -0.2054
O 1.433 1.807 0.953 -0.2754
C 2.408 2.359 1.664 0.6850
O 2.608 2.175 2.844 -0.5584
O 3.281 2.910 0.826 -0.4270
C 0.458 1.056 1.678 -0.5094
C -0.576 0.510 0.729 -0.4744
Ho -2.654 -3.563 -1.895 0.5180
H 4.006 3.300 1.332 0.3542
H -0.040 1.717 2.400 0.3930
H 0.953 0.242 2.223 0.2983
H -0.918 1.282 0.026 0.2816
H -1.435 0.165 1.316 0.3839
O 0.748 5.349 1.886 -0.3254
H 1.120 5.726 2.687 0.3271
```